No. 1
Formula: C3H12N2
Source: OMol25
Level of theory: ωB97M-V with the def2-TZVPD basis set

Last column: natural (NBO) charge in e.
Cartesian coordinates (Å):
C 1.991 1.280 -1.356  -0.6211
C 1.411 -0.173 -1.106  -0.2266
N 1.295 -0.691 0.211  -0.8449
H 2.955 1.382 -0.881  0.2054
H 2.120 1.335 -2.479  0.2150
H 1.222 2.185 -1.161  0.2016
H 0.436 0.021 -1.559  0.1685
H 2.096 -0.866 -1.566  0.1855
H 1.422 0.081 0.943  0.3575
H 0.341 -1.079 0.239  0.3580
C -1.969 0.211 1.574  -0.4385
N -2.600 -0.760 0.595  -0.8322
H -1.804 1.196 1.108  0.1961
H -0.997 -0.176 2.025  0.1823
H -2.814 0.511 2.366  0.1953
H -2.112 -0.629 -0.306  0.3468
H -2.316 -1.714 0.961  0.3511

Atoms 1-2, force components in eV/Å:
C -1.68 0.45 -0.84
C 0.58 2.59 -1.28

The calculation puts the relative energy (zero: lowest compared OMol25 entry of this formula, charge and spin) at 33.33 kcal per mole. For the HOMO-LUMO gap, the calculation gives 10.276 eV. The SMILES is CCN.CN. The calculation puts the molar mass at 76.1 g/mol.

No. 2
Formula: C3H12N2
Source: OMol25
Level of theory: ωB97M-V with the def2-TZVPD basis set

Last column: natural (NBO) charge in e.
Cartesian coordinates (Å):
C 0.239 -0.433 -1.608  -0.4249
N 0.762 0.906 -1.343  -0.6166
C 2.188 0.942 -1.054  -0.4084
H 0.820 -1.208 -1.075  0.1552
H 0.332 -0.690 -2.656  0.1845
H -0.766 -0.515 -1.227  0.2240
H 0.289 1.290 -0.537  0.3431
H 2.776 0.840 -1.955  0.1891
H 2.405 1.858 -0.502  0.1955
H 2.474 0.119 -0.375  0.1548
C -1.166 -0.400 2.049  -0.4131
N -2.201 -0.595 1.029  -0.8338
H -0.390 0.270 1.659  0.1815
H -1.549 0.033 2.979  0.1688
H -0.663 -1.336 2.291  0.1949
H -2.810 -1.344 1.343  0.3535
H -2.739 0.262 0.982  0.3519

Atoms 1-2, force components in eV/Å:
C 0.89 -0.11 0.53
N -0.08 0.03 0.10

The calculation puts the relative energy (zero: lowest compared OMol25 entry of this formula, charge and spin) at 13.64 kcal per mole. For the HOMO-LUMO gap, the calculation gives 9.583 eV. The SMILES is CNC.CN. The calculation puts the molar mass at 76.1 g/mol.

No. 3
Formula: C3H12N2O
Source: OMol25
Level of theory: ωB97M-V with the def2-TZVPD basis set

Last column: natural (NBO) charge in e.
Cartesian coordinates (Å):
N -0.725 2.748 0.076  -0.8234
C 0.203 1.814 0.728  -0.2270
C 0.076 0.409 0.149  -0.2326
N 0.901 -0.576 0.861  -0.8515
H -0.652 3.649 0.538  0.3554
H -0.391 2.935 -0.866  0.3468
H -0.048 1.778 1.791  0.1784
H 1.252 2.134 0.667  0.1566
H 0.364 0.452 -0.901  0.1858
H -0.970 0.101 0.177  0.2039
H 1.880 -0.431 0.645  0.3624
H 0.787 -0.411 1.856  0.3581
C -0.437 -2.452 -1.313  -0.2466
O -0.920 -2.763 -0.024  -0.7461
H 0.574 -2.044 -1.273  0.1651
H -0.409 -3.372 -1.905  0.1725
H -1.084 -1.726 -1.813  0.1550
H -0.401 -2.242 0.606  0.4873

Atoms 1-2, force components in eV/Å:
N 0.43 0.12 -0.04
C -0.16 0.03 0.02

The calculation puts the relative energy (zero: lowest compared OMol25 entry of this formula, charge and spin) at 12.91 kcal per mole. For the HOMO-LUMO gap, the calculation gives 10.569 eV. The SMILES is NCCN.CO. The calculation puts the molar mass at 92.1 g/mol.